62
Properties=species:S:1:pos:R:3:lowdin_charge:R:1 method="wB97M-V/def2-TZVPD" homo_ev=-5.91 fmax_ev_per_a=4.366 total_charge=-1 e_lumo_ev=-3.1 gap_ev=2.76
Li -28.2391 21.6253 -16.6379 0.6574
Li -28.6685 24.4669 -12.5447 0.6168
Li -26.7756 22.4690 -12.7609 0.6666
In -26.0951 24.9913 -15.6110 1.1877
C -26.5551 21.6842 -18.8123 -0.4589
O -26.9191 20.4740 -18.2653 -0.0823
O -26.4365 22.5826 -17.6990 -0.2862
C -25.3150 21.6616 -19.7192 -0.6308
F -24.2837 21.0895 -19.0776 0.1335
F -25.4267 21.0613 -20.9006 0.1456
F -24.8755 22.8653 -19.9151 0.1781
C -27.2975 19.4742 -19.2366 -0.2747
C -27.9251 18.3032 -18.5329 -0.0787
H -28.9038 18.6867 -18.2445 0.0752
H -27.9804 17.4225 -19.1727 0.0783
H -27.2233 18.0446 -17.7399 0.0868
H -26.5148 18.8790 -19.7070 0.1128
H -27.9853 19.7554 -20.0341 0.1245
H -27.3508 22.0400 -19.4667 0.1394
P -26.3175 24.8431 -11.9206 -0.0854
O -25.3377 25.5750 -10.9018 -0.0616
O -27.2004 25.8504 -12.5327 -0.1830
O -27.1761 23.7284 -11.3384 -0.3927
O -25.3812 24.2027 -12.9513 -0.2816
P -28.6987 22.8823 -14.4732 0.0207
O -28.8428 22.5054 -12.9688 -0.4796
O -28.7397 24.4462 -14.4642 -0.4461
O -29.7006 22.2795 -15.4463 -0.3748
O -27.2945 22.5198 -14.8437 -0.4329
O -29.8892 21.7987 -18.0124 -0.0608
H -30.1212 21.6667 -18.9316 0.0675
H -30.7117 22.0471 -17.5906 0.0167
O -32.1026 23.1386 -16.3235 -0.0496
H -32.1374 24.0951 -16.3217 0.0269
H -31.2133 22.9302 -16.0371 -0.0438
O -27.7979 20.2557 -11.7768 -0.0494
H -27.8286 19.3564 -12.1031 0.0392
H -28.2929 20.7617 -12.4212 -0.0319
O -30.7565 25.5959 -15.0745 -0.0660
H -31.1287 25.4939 -14.1986 0.0156
H -29.8607 25.2683 -14.9942 -0.0827
O -30.5125 25.1718 -11.7463 -0.0542
H -31.3210 25.6817 -11.7974 0.0552
H -30.8039 24.2601 -11.7360 0.0129
O -24.5852 22.3430 -15.4639 -0.1060
H -24.9549 21.8931 -16.2236 0.0066
H -25.0943 22.0181 -14.7213 -0.0039
O -31.4293 22.1579 -13.2433 -0.0598
H -30.5279 22.3661 -12.9977 -0.0539
H -31.4254 22.1666 -14.2004 -0.0028
O -29.7174 22.5766 -10.5768 -0.0564
H -30.1178 21.7356 -10.7975 0.0391
H -28.8780 22.5708 -11.0368 -0.0342
O -28.6352 24.6041 -17.3937 -0.0910
H -29.1412 24.9647 -16.6656 -0.0037
H -29.2887 24.1943 -17.9605 0.0315
C -30.5896 19.4665 -14.4513 -0.1301
O -30.5253 19.9665 -15.8119 -0.1484
H -29.8576 19.7592 -13.6985 0.0595
H -31.5770 19.7381 -14.0782 0.0691
H -30.6249 18.3836 -14.5706 0.0715
H -30.2455 20.8834 -15.7609 -0.0564